1.
A cluster of 2 separate species, C22H32BO3 in total at a distorted geometry, computed with ωB97M-V/def2-TZVPD.

Geometry as XYZ:
```
58
Properties=species:S:1:pos:R:3:forces:R:3
C -3.438062 2.371513 -6.875588 -0.04 -0.35 -1.05
C -3.500512 2.644412 -5.450648 0.10 0.53 1.95
C -3.813075 3.792115 -4.750720 0.20 -0.77 -0.35
C -3.610861 3.484739 -3.381865 0.13 -0.77 0.02
C -3.191282 2.170546 -3.296075 -0.17 1.20 -0.60
B -2.497188 1.485735 -2.124734 -0.51 0.65 -2.08
O -2.394508 2.143492 -0.924230 0.36 -0.96 -0.12
C -1.466806 1.313386 -0.210112 0.54 -0.32 -0.12
C -0.039487 1.852211 -0.399072 -0.14 -0.01 -0.19
C -1.806664 1.380395 1.247056 -0.16 -0.25 0.21
C -1.659217 -0.103447 -0.918075 0.15 0.04 0.60
C -0.491679 -1.056344 -0.801511 0.24 0.14 0.08
C -2.917016 -0.841919 -0.441879 -0.12 0.21 -0.19
O -1.849800 0.272211 -2.290948 -0.44 0.56 1.18
O -3.124374 1.653380 -4.580765 -0.26 0.73 -0.19
H -3.710419 3.281148 -7.415912 0.06 -0.17 -0.01
H -2.427163 2.065899 -7.183067 -0.28 0.06 0.08
H -4.139429 1.576928 -7.164455 0.19 0.14 0.02
H -4.104745 4.746522 -5.169114 -0.01 -0.23 -0.01
H -3.742428 4.150149 -2.544256 0.06 -0.01 0.03
H 0.650129 1.299851 0.250293 0.00 0.10 -0.17
H 0.295008 1.756650 -1.442648 -0.09 0.06 0.33
H -0.008634 2.911106 -0.108652 -0.05 -0.27 -0.12
H -1.141730 0.687784 1.771929 -0.26 0.21 -0.04
H -1.626154 2.393313 1.637361 -0.12 -0.31 -0.11
H -2.850523 1.093993 1.424628 0.20 0.20 -0.08
H -0.370475 -1.355744 0.247954 0.13 0.02 -0.17
H -0.708388 -1.954211 -1.387664 0.12 0.12 0.04
H 0.435845 -0.598519 -1.156694 -0.14 -0.20 0.02
H -2.714847 -1.237294 0.550541 -0.13 0.04 -0.17
H -3.816170 -0.206595 -0.391273 0.33 -0.16 -0.11
H -3.113127 -1.695912 -1.106685 0.04 0.31 0.15
C -2.550815 -0.551996 3.681856 0.54 1.46 0.20
C -2.096714 -1.523224 2.660175 -0.06 -2.72 2.87
C -0.960028 -2.373793 2.861122 -0.25 0.62 -0.30
C -1.148104 -3.799850 2.965142 0.00 -0.71 -0.85
C -2.523803 -4.372769 3.165218 -0.19 -0.26 -0.18
C -0.046823 -4.645012 3.016209 -0.42 0.28 0.25
C 1.259404 -4.139699 3.063231 -0.07 -0.29 -0.20
C 2.438151 -5.062934 3.136063 0.16 0.11 -0.05
C 1.450732 -2.756591 3.099630 -0.39 0.36 0.15
C 0.376504 -1.876557 3.071614 0.37 0.20 0.56
C 0.660253 -0.426620 3.312941 0.53 0.66 -0.26
H -3.604128 -0.736047 3.939864 0.21 -0.15 -0.39
H -1.967952 -0.585464 4.619013 -0.06 -0.08 -0.62
H -2.512007 0.479533 3.307971 -0.20 -0.15 0.32
H -2.948447 -1.961009 2.131209 0.57 0.10 -0.10
H -2.581128 -5.418263 2.835230 0.10 0.31 0.07
H -2.800777 -4.363826 4.234117 0.18 0.13 -0.34
H -3.298705 -3.808714 2.633392 0.09 -0.14 0.08
H -0.200345 -5.725325 3.081414 -0.02 0.36 0.04
H 3.361904 -4.480267 3.062005 -0.11 -0.26 0.02
H 2.448530 -5.610240 4.089420 -0.06 0.13 -0.22
H 2.418827 -5.807791 2.327862 -0.06 0.20 0.21
H 2.468677 -2.372351 3.218206 -0.44 -0.04 -0.09
H 1.738562 -0.267884 3.464237 -0.37 -0.17 -0.02
H 0.393488 0.211858 2.458796 0.05 -0.23 0.34
H 0.161043 -0.032720 4.211457 0.00 -0.22 -0.34
```
Positions in Å, forces in eV/Å.

DFT total energy   -30146.2058 eV
HOMO level   -9.975 eV
ΔE to the lowest compared entry with this formula, charge and spin   0.0 kJ/mol
M   355.307 g/mol
LUMO   -6.11 eV
Charge   +1

Atomic partial charges in e from the Mulliken method, atoms 1 to 4:
1. C -1.162
2. C 0.537
3. C -0.759
4. C -0.461

***

2.
The molecule CH4ClO2P at a distorted geometry, computed with ωB97M-V/def2-TZVPD.

Geometry as XYZ:
```
9
Properties=species:S:1:pos:R:3:forces:R:3
C -0.204618 -0.617366 -1.337740 -2.49 2.35 0.62
O 0.011774 0.075590 2.209517 -1.84 0.31 -0.51
O -0.278217 0.568536 -0.243750 -1.17 -3.07 -3.63
P 0.877888 0.576431 0.873838 0.20 0.78 1.49
Cl 1.220103 -1.553569 -1.028586 0.28 -0.51 -0.10
H -1.165846 -1.124634 -1.032428 1.40 0.07 -0.71
H -0.256562 -0.261032 -2.473068 0.30 -0.23 2.83
H -0.974022 0.395154 2.207125 1.85 -0.95 -0.20
H 0.769499 1.940889 0.825092 1.45 1.25 0.22
```
Positions in Å, forces in eV/Å.

DFT total energy   -27002.2685 eV
HOMO level (alpha / beta)   -4.234 / -11.138 eV
ΔE to the lowest compared entry with this formula, charge and spin   169.1 kJ/mol
M   114.468 g/mol
LUMO (alpha / beta)   0.63 / -2.62 eV
2S+1   3

Atomic partial charges in e from the Mulliken method, atoms 1 to 4:
1. C -0.093
2. O -0.457
3. O -0.347
4. P 0.239